# 1
Formula: C7H14N2O4
Source: the OMol25 dataset
Level of theory: wB97M-V/def2-TZVPD

Structure (ORCA input):
```
! wB97M-V def2-TZVPD RIJCOSX def2/J DEFGRID3
* xyz 2 1
C -5.911 0.447 -1.042
C -5.529 -0.580 -0.313
C -4.382 1.535 0.247
C -1.792 -0.555 3.164
C 10.140 1.917 2.165
C -2.489 0.446 2.246
C 3.448 -3.067 -8.175
N -5.278 1.636 -0.757
N -4.292 0.349 0.737
O -1.082 -1.450 2.352
O 9.994 0.860 2.832
O -3.611 -0.253 1.693
O 3.291 -2.509 -7.143
H -6.654 0.420 -1.823
H -5.620 -1.611 -0.079
H -3.817 2.397 0.568
H -2.551 -1.069 3.766
H -1.118 -0.003 3.833
H 9.372 2.132 1.427
H 10.970 2.607 2.287
H -1.802 0.740 1.446
H -2.830 1.320 2.810
H 4.096 -3.955 -8.289
H 2.968 -2.741 -9.115
H -5.495 2.501 -1.232
H -0.702 -2.153 2.891
H 10.674 0.640 3.504
*
```

Computed properties:
E ... -18634.213 eV
HOMO-LUMO gap ... 3.862 eV
Largest force on an atom ... 5.5 eV/Å



# 2
Formula: C3H10N
Source: the OMol25 dataset
Level of theory: wB97M-V/def2-TZVPD

Structure (ORCA input):
```
! wB97M-V def2-TZVPD RIJCOSX def2/J DEFGRID3
* xyz 2 2
C -2.161 -0.619 -0.811
C -1.079 -0.238 -1.601
H -2.472 0.025 0.016
H -2.800 -1.490 -0.960
H -0.545 0.693 -1.409
H -0.788 -0.839 -2.467
C 1.391 1.032 1.174
N 1.080 -0.355 0.635
H 0.770 1.197 2.046
H 2.469 1.055 1.388
H 1.071 1.702 0.376
H 0.084 -0.541 0.588
H 1.434 -1.079 1.281
H 1.545 -0.542 -0.255
*
```

Computed properties:
E ... -4741.121 eV
HOMO-LUMO gap (alpha / beta) ... 12.523 / 8.666 eV
Largest force on an atom ... 1.8 eV/Å



# 3
Formula: C3H7NO2S
Source: the OMol25 dataset
Level of theory: wB97M-V/def2-TZVPD

Structure (ORCA input):
```
! wB97M-V def2-TZVPD RIJCOSX def2/J DEFGRID3
* xyz 0 1
C 0.679 1.305 -1.067
C -0.618 -1.782 -0.192
C -0.073 1.000 0.264
N 1.394 0.217 1.583
O 0.788 -0.371 2.402
O -2.205 -0.099 1.241
S -1.464 -0.141 -0.065
H 0.291 0.673 -1.902
H 1.763 1.078 -0.919
H 0.808 2.335 -1.431
H 0.350 -1.841 0.424
H -0.168 -1.654 -1.141
H -1.214 -2.628 0.030
H -0.332 1.908 0.772
*
```

Computed properties:
E ... -19639.235 eV
HOMO-LUMO gap (alpha / beta) ... 7.593 / 7.643 eV
Largest force on an atom ... 4.2 eV/Å



# 4
Formula: CH4O2P2
Source: the OMol25 dataset
Level of theory: wB97M-V/def2-TZVPD

Structure (ORCA input):
```
! wB97M-V def2-TZVPD RIJCOSX def2/J DEFGRID3
* xyz 0 1
O 1.977 1.513 -2.101
P 1.076 0.476 -1.647
O 0.969 0.767 -0.087
C -0.040 -0.170 0.984
P -0.945 -1.219 -0.288
H 0.647 -0.607 1.808
H -0.468 0.752 1.382
H -1.363 -0.058 -0.818
H -1.853 -1.455 0.768
*
```

Computed properties:
E ... -23772.778 eV
HOMO-LUMO gap ... 10.203 eV
Largest force on an atom ... 4.0 eV/Å
SMILES ... O=POCP



# 5
Formula: C3H3N3O2
Source: the OMol25 dataset
Level of theory: wB97M-V/def2-TZVPD

Structure (ORCA input):
```
! wB97M-V def2-TZVPD RIJCOSX def2/J DEFGRID3
* xyz 0 1
N 2.204 -0.245 0.047
N 1.094 -0.861 -0.210
C -0.087 -0.475 -0.149
O -1.241 -1.229 0.157
C -2.164 -0.256 -0.135
N -1.751 0.941 -0.018
C -0.414 0.871 -0.109
O 0.461 1.694 0.039
H 3.135 -0.636 0.217
H 2.116 0.769 0.022
H -3.353 -0.573 0.139
*
```

Computed properties:
E ... -11721.349 eV
HOMO-LUMO gap ... 8.644 eV
Largest force on an atom ... 6.1 eV/Å
SMILES ... N/N=C1/OC=NC1=O



# 6
Formula: C2H2BrN3O
Source: the OMol25 dataset
Level of theory: wB97M-V/def2-TZVPD

Structure (ORCA input):
```
! wB97M-V def2-TZVPD RIJCOSX def2/J DEFGRID3
* xyz 0 1
C -0.968 -1.134 0.483
N 0.261 -0.874 0.263
N 1.383 -1.251 0.238
N 2.568 -1.056 0.104
C 3.083 0.200 -0.179
O 2.450 1.055 -0.675
Br 5.008 0.334 0.099
H -1.471 -1.152 1.482
H -1.635 -0.942 -0.313
*
```

Computed properties:
E ... -78662.083 eV
HOMO-LUMO gap ... 8.581 eV
Largest force on an atom ... 3.7 eV/Å
SMILES ... C=N/N=N\C(=O)Br



# 7
Formula: C9H12BNO
Source: the OMol25 dataset
Level of theory: wB97M-V/def2-TZVPD

Structure (ORCA input):
```
! wB97M-V def2-TZVPD RIJCOSX def2/J DEFGRID3
* xyz 0 1
C 2.894 0.294 -1.351
O 1.605 0.065 -1.910
C 0.682 -0.183 -0.867
C -0.796 -0.100 -1.208
C -1.557 -1.269 -1.211
C -2.950 -1.186 -1.316
C -3.561 0.069 -1.472
C -2.807 1.245 -1.330
C -1.415 1.158 -1.225
H 3.269 1.226 -1.762
H 2.907 0.416 -0.243
H 3.598 -0.490 -1.664
H 0.872 -1.206 -0.483
H 0.788 0.531 -0.074
H -1.027 -2.198 -1.029
H -3.537 -2.101 -1.231
H -4.641 0.130 -1.631
H -3.310 2.217 -1.264
H -0.800 2.039 -1.064
B 1.838 -0.702 4.665
C 2.051 0.649 4.064
N 2.268 1.766 3.713
H 0.926 -0.840 5.411
H 2.702 -1.528 4.483
*
```

Computed properties:
E ... -13739.146 eV
HOMO-LUMO gap ... 7.763 eV
Largest force on an atom ... 5.2 eV/Å
SMILES ... COCc1ccccc1.BC#N



# 8
Formula: C12H16AuN3O6PS2Te
Source: the OMol25 dataset
Level of theory: wB97M-V/def2-TZVPD

Structure (ORCA input):
```
! wB97M-V def2-TZVPD RIJCOSX def2/J DEFGRID3
* xyz -1 1
Au 2.017 -1.623 -0.765
O 5.227 0.937 1.001
S 4.302 0.340 0.081
O 4.773 0.363 -1.326
O 3.864 -1.011 0.446
C 2.909 1.497 0.046
C 3.011 2.451 -0.965
C 2.153 3.536 -1.013
C 1.194 3.699 -0.028
C 1.071 2.747 0.969
C 1.914 1.642 1.012
S 1.497 0.423 2.269
O 0.322 0.962 2.940
O 2.628 0.169 3.109
O 1.099 -0.758 1.425
H 3.786 2.319 -1.705
H 2.245 4.258 -1.815
H 0.542 4.563 -0.034
H 0.319 2.834 1.741
Te 3.117 -0.541 -2.880
C -3.012 -0.530 0.989
N -2.735 -1.964 1.006
C -3.277 -2.563 -0.206
N -2.786 -1.956 -1.437
C -3.064 -0.526 -1.388
N -2.521 0.137 -0.213
C -1.062 0.191 -0.217
P -0.273 -1.494 -0.186
C -1.310 -2.233 1.177
C -1.345 -2.192 -1.581
H -2.547 -0.067 1.861
H -4.097 -0.396 1.035
H -4.365 -2.444 -0.184
H -3.034 -3.629 -0.216
H -4.151 -0.397 -1.380
H -2.653 -0.054 -2.284
H -0.735 0.722 0.672
H -0.723 0.738 -1.102
H -0.967 -1.807 2.119
H -1.148 -3.314 1.200
H -1.177 -3.272 -1.648
H -1.009 -1.757 -2.528
*
```

Computed properties:
E ... -71404.683 eV
HOMO-LUMO gap (alpha / beta) ... 5.932 / 5.917 eV
Largest force on an atom ... 2.2 eV/Å



# 9
Formula: C16H28NO6PS
Source: the OMol25 dataset
Level of theory: wB97M-V/def2-TZVPD

Structure (ORCA input):
```
! wB97M-V def2-TZVPD RIJCOSX def2/J DEFGRID3
* xyz 0 1
O -4.966 -1.681 0.482
C -4.393 -1.065 -0.461
N -5.027 -1.134 -1.788
C -4.443 -2.178 -2.650
C -4.738 -3.673 -2.346
C -4.056 -4.736 -3.262
C -3.127 -4.294 -4.414
C -2.851 -2.784 -4.751
C -3.527 -1.713 -3.843
O -3.223 -0.328 -0.133
C -2.014 -0.989 -0.590
C -1.457 -2.129 0.392
C -0.332 -2.940 -0.458
S 1.240 -3.215 0.488
H -5.085 -0.218 -2.252
H -5.418 -3.945 -1.470
H -4.232 -5.836 -3.031
H -2.600 -5.059 -5.071
H -2.183 -2.468 -5.634
H -3.379 -0.590 -3.996
H -1.200 -0.168 -0.641
H -2.076 -1.440 -1.637
H -2.261 -2.862 0.732
H -0.981 -1.607 1.306
H -0.760 -3.939 -0.842
H -0.069 -2.333 -1.404
H 1.982 -4.162 -0.233
C 4.507 4.588 0.101
C 3.019 4.789 0.326
O 2.353 3.562 0.588
P 2.647 2.815 2.036
O 1.754 3.732 2.877
O 1.547 1.577 1.903
C 0.469 1.478 2.834
C -0.742 2.276 2.374
O 3.722 1.791 1.172
C 4.900 1.420 1.890
C 4.593 0.747 3.215
H 5.004 4.310 1.035
H 4.974 5.507 -0.262
H 4.690 3.787 -0.619
H 2.843 5.491 1.147
H 2.569 5.214 -0.574
H 0.803 1.780 3.828
H 0.196 0.423 2.915
H -0.479 3.262 1.987
H -1.453 2.403 3.194
H -1.249 1.752 1.557
H 5.515 2.310 2.054
H 5.469 0.737 1.254
H 4.046 1.421 3.888
H 5.515 0.451 3.719
H 3.966 -0.134 3.067
*
```

Computed properties:
E ... -50938.873 eV
HOMO-LUMO gap ... 7.288 eV
Largest force on an atom ... 9.4 eV/Å
SMILES ... O=C(Nc1ccccc1)OCCCS.CCOP(=O)(OCC)OCC